The following is a DFT calculation (the ωB97M-V functional and the def2-TZVPD basis) of a cluster of 2 separate species, C13H21BrClO10 in total.

```
46
Properties=species:S:1:pos:R:3:forces:R:3:lowdin_charge:R:1
C -2.2918 0.9857 2.2437 -0.208 0.003 0.113 -0.054
O -2.8130 0.5102 0.9903 0.047 0.106 -0.072 -0.158
C -1.9363 0.5644 -0.0905 0.157 -0.193 -0.302 -0.437
C -1.2416 1.9125 -0.2861 -0.284 0.003 0.237 -0.111
C -2.1673 3.0959 -0.3524 0.320 0.350 -0.026 -0.767
O -1.8789 4.2000 -0.0347 -0.129 -0.100 0.096 0.065
Cl -3.7476 2.8037 -1.1264 -0.155 -0.080 -0.120 0.678
C -0.9036 -0.5744 0.0296 0.254 0.595 0.020 -0.580
Br -1.7998 -2.2497 -0.4971 -0.045 -0.158 0.156 0.811
O 0.2188 -0.2577 -0.7392 -0.376 -0.404 -0.053 -0.109
C 1.3348 -1.1325 -0.7711 0.636 0.113 -0.130 -0.425
C 2.5749 -0.2106 -0.8684 -0.750 0.418 0.236 -0.064
C 2.7595 0.5272 -2.1769 0.470 -0.330 -0.141 -0.156
O 1.7120 1.4944 -2.3704 0.020 0.035 0.214 -0.047
C 2.0975 2.5584 -3.1135 0.028 0.463 -0.041 -0.346
O 2.1904 3.6641 -2.6772 -0.166 -0.174 -0.026 0.120
C 1.4991 -1.9658 0.5006 0.493 -0.137 0.071 -0.161
O 1.5977 -1.1039 1.6262 -0.100 0.063 0.174 -0.138
O 2.6763 -1.5148 2.4668 0.058 -0.202 -0.246 -0.004
C 1.3387 -2.1158 -1.9773 -0.458 0.062 0.266 -0.025
C 0.7065 -1.6400 -3.2667 0.497 -0.120 -0.735 -0.502
O 1.2994 -1.7355 -4.3169 -0.190 0.290 0.382 0.101
O -0.5533 -1.1568 -3.2010 0.051 0.111 0.498 0.067
H -2.9822 0.7261 3.0401 -0.048 -0.094 0.210 0.061
H -2.1945 2.0740 2.2528 0.078 0.049 -0.116 0.094
H -1.3370 0.5305 2.5101 0.077 -0.017 -0.042 0.091
H -2.5249 0.3639 -0.9878 -0.110 0.035 0.057 0.108
H -0.5350 2.1354 0.5103 0.115 -0.006 -0.026 0.140
H -0.7032 1.9263 -1.2342 0.130 -0.106 0.010 0.125
H -0.6406 -0.6929 1.0787 0.005 -0.308 -0.031 0.096
H 3.4741 -0.7835 -0.6458 0.071 -0.105 -0.174 0.137
H 2.4668 0.5260 -0.0717 0.096 0.016 0.023 0.142
H 2.8109 -0.1563 -3.0276 -0.132 0.014 -0.084 0.115
H 3.7233 1.0414 -2.1389 -0.038 0.108 0.077 0.133
H 2.2838 2.3394 -4.1744 0.097 -0.237 -0.072 0.149
H 2.4425 -2.5080 0.4069 -0.008 -0.032 -0.042 0.138
H 0.7052 -2.6992 0.6387 -0.211 0.060 0.005 0.098
H 2.2830 -2.2206 3.0036 -0.158 0.188 0.060 0.108
H 0.8609 -3.0529 -1.6837 -0.147 0.005 -0.071 0.118
H 2.3713 -2.3306 -2.2409 0.048 -0.156 0.074 0.132
H -0.5727 -0.2536 -3.5426 -0.061 -0.136 -0.351 0.131
C -2.9176 -0.6988 5.2641 -0.019 -0.310 0.036 -0.520
O -2.6947 0.6146 5.1163 -0.026 0.047 -0.038 -0.427
H -3.9433 -0.9846 5.6345 0.039 0.091 -0.031 0.026
H -2.8158 -1.3207 4.3172 0.012 0.088 -0.012 0.025
H -2.2330 -1.2348 5.9832 0.018 0.091 -0.033 0.023
```
Positions in Å, forces in eV/Å.

Its total energy is -116857.109 eV. Its charge is -1.